No. 1
DFT (the ωB97M-V functional and the def2-TZVPD basis) results for C10H22N3O10Pb as an isolated structure.

```
46
Properties=species:S:1:pos:R:3:forces:R:3
Pb 0.197383 -1.054228 1.013819 2.22 -2.54 1.58
C 3.251074 -0.383305 1.288214 1.54 -1.08 -0.46
O 2.168586 0.263878 1.640332 -1.02 0.90 0.07
O 4.406574 0.196146 1.325099 -0.53 0.34 0.18
O 3.135088 -1.602101 0.905328 -0.54 0.61 -0.03
C -0.690340 -2.717116 3.471956 0.52 -0.04 -0.01
O -0.994305 -3.486220 4.442293 0.02 0.19 -0.30
O 0.494039 -2.677206 2.936401 -0.71 0.08 0.11
O -1.568007 -1.844810 2.990951 -0.21 -0.02 0.19
C -0.008161 -3.857690 -1.589120 0.66 1.48 1.73
O 0.505951 -3.181467 -0.505350 -0.53 -0.12 -0.79
H -0.421480 -3.142912 -2.344287 -0.32 -0.23 -0.46
H 0.784423 -4.431917 -2.111812 -0.12 -0.38 -0.26
H -0.830575 -4.528480 -1.266889 -0.19 -0.39 -0.45
C 2.575499 3.428960 -3.315279 0.05 0.41 -1.15
O 2.119502 2.533754 -2.371297 0.45 -0.37 0.24
C 0.734044 2.618181 -2.069994 -0.19 0.02 -0.13
C 0.414412 1.625032 -0.950758 1.46 0.43 -0.03
N 0.314634 0.231534 -1.361192 -1.18 -0.04 -2.69
C -0.877454 -0.149372 -2.183405 -0.18 1.32 0.56
C -2.183222 -0.140214 -1.388649 -0.16 -0.94 -1.03
O -2.119820 -1.064810 -0.347074 0.19 0.25 -0.16
C -3.203415 -1.876113 -0.024979 -0.88 -0.07 -0.11
H 3.335745 2.980071 -3.964040 0.06 -0.31 0.28
H 3.040027 4.347831 -2.930657 -0.19 -0.04 0.47
H 1.789535 3.749299 -4.018570 -0.17 -0.01 0.15
H 0.206461 2.375052 -3.006119 -0.30 0.23 0.12
H 0.521975 3.654755 -1.768940 -0.25 -0.07 0.01
H -0.364954 1.981840 -0.279812 -0.31 -0.34 -0.15
H 1.339043 1.623925 -0.352233 -0.25 0.10 0.41
H 1.012129 0.102144 -2.093361 0.86 -0.22 0.92
H -0.664407 -1.073378 -2.717852 -0.10 -0.40 0.64
H -1.075503 0.568400 -3.006539 0.13 0.25 0.05
H -2.967559 -0.409928 -2.116641 -0.12 -0.15 0.09
H -2.427069 0.887195 -1.089539 0.13 -0.04 0.54
H -2.916630 -2.536110 0.793020 0.22 0.33 0.17
H -3.547823 -2.521287 -0.850276 0.30 0.16 -0.27
H -4.070014 -1.267002 0.272943 0.02 -0.03 0.20
C -0.457756 1.305044 3.187845 0.44 -2.12 -0.62
O -0.960352 1.079171 2.084554 -0.72 1.57 -0.12
N 0.197685 2.455656 3.509173 0.04 1.16 1.19
N -0.392390 0.318020 4.102583 -0.09 1.06 0.76
H 0.945859 2.390500 4.175465 0.11 -0.11 -0.16
H 0.199638 3.275593 2.938453 -0.01 -0.38 -0.58
H -0.878454 -0.575132 3.917989 -0.29 -0.38 -0.69
H -0.069628 0.528817 5.028251 0.14 -0.08 0.00
```
Positions in Å, forces in eV/Å.

Computed properties:
Charge: -3
Spin multiplicity: 1
Orbital gap, eV: 2.835

No. 2
DFT (the ωB97M-V functional and the def2-TZVPD basis) results for a 2-piece molecular cluster, C7H14 overall.

```
21
Properties=species:S:1:pos:R:3:forces:R:3
C -1.742888 0.609262 -0.842050 0.62 0.06 0.04
C -0.353553 -0.172906 -0.914459 -2.16 -0.14 -0.57
C 0.302780 -0.036802 0.403751 4.01 0.14 -2.48
C 1.556575 0.634791 0.525576 -2.79 -0.93 2.61
C 3.712692 -0.725295 0.430673 -1.50 -0.32 0.94
C 2.744881 0.181757 -0.332297 1.35 0.02 -2.21
C 2.937505 1.581125 -0.198776 -0.20 0.39 1.04
H -2.158456 0.759928 -1.852597 0.28 0.11 0.42
H -1.556500 1.569421 -0.326573 -0.28 -0.26 -0.53
H -2.512190 0.078876 -0.256576 0.50 -0.02 -0.14
H 0.244504 0.191036 -1.745808 0.16 0.61 0.19
H -0.632236 -1.188245 -1.250595 0.31 0.03 0.73
H -10.860686 -0.988550 1.992342 -0.02 0.03 0.00
H 0.169299 -0.845881 1.111761 -1.05 0.88 1.02
H -10.534850 -1.649813 2.059612 0.02 -0.03 0.00
H 1.770809 0.771162 1.570864 0.60 -0.51 0.25
H 3.187799 -1.642841 0.776186 0.40 0.42 -0.16
H 4.561288 -1.017124 -0.166773 0.20 0.09 -0.41
H 4.060181 -0.146166 1.288830 0.07 -0.19 0.01
H 2.410002 -0.243260 -1.294752 0.19 -0.09 0.21
H 2.693048 2.279520 -0.978341 -0.72 -0.29 -0.97
```
Positions in Å, forces in eV/Å.

Computed properties:
Charge: 0
Energy relative to the best compared isomer or geometry (same formula, charge and spin), eV: 7.334
Spin multiplicity: 1
Orbital gap, eV: 6.536

No. 3
DFT (the ωB97M-V functional and the def2-TZVPD basis) results for one molecule with the formula C4H6BNO.

```
13
Properties=species:S:1:pos:R:3:forces:R:3
H 2.264400 1.014855 -3.053594 -0.05 0.90 -2.88
N 2.377118 0.692237 -2.173092 0.73 -0.84 1.44
B 1.790137 0.253121 -1.175969 -0.99 0.76 2.06
O 1.216296 0.024914 0.005101 0.80 -0.92 0.10
C 0.613879 0.811298 0.960009 -2.27 -1.68 -2.62
C -0.701493 0.701581 1.117471 1.97 -0.89 -0.62
C -1.484041 -0.425794 0.591006 -2.82 0.04 1.91
C -1.244943 -1.592322 -0.056450 -3.50 1.99 1.96
H 1.162550 1.457933 1.507359 2.22 1.96 1.32
H -1.038444 1.404019 1.848887 -1.00 -0.04 0.30
H -2.501801 -0.270049 1.124254 1.28 -0.97 -1.29
H -2.050581 -2.339952 -0.118835 0.50 0.50 0.01
H -0.403075 -1.731842 -0.576149 3.15 -0.81 -1.69
```
Positions in Å, forces in eV/Å.

Computed properties:
Charge: 0
Energy relative to the best compared isomer or geometry (same formula, charge and spin), eV: 2.622
SMILES: [H]/N=B/O/C=C\C=C
Spin multiplicity: 1
Orbital gap, eV: 9.581

| no. | HOMO energy (Ha) | E (Ha) |
| --- | --- | --- |
| 1 | 0.11606 | -1503.57988 |
| 2 | -0.26567 | -274.84671 |
| 3 | -0.33096 | -310.81461 |